# 1
Molecular formula: C35H64BrFIN3O11P
Method: DFT, ωB97M-V with the def2-TZVPD basis set

The charge is +1. Its LUMO energy is -3.67 eV. As for the max |F|: 1.60 eV/A.

```
117
Properties=species:S:1:pos:R:3:forces:R:3
N -3.297 -1.721 1.055 -0.2 0.1 -0.4
C -3.842 -1.491 -0.306 0.0 -0.5 0.3
C -2.936 -2.022 -1.417 0.5 0.3 0.5
C -1.441 -1.835 -1.129 -0.4 -0.3 -0.8
C -0.599 -2.596 -2.178 0.3 0.6 0.7
C 0.659 -3.221 -1.534 -0.4 0.2 -0.2
C 1.525 -2.113 -1.046 -0.1 -0.5 0.2
N 1.503 -1.862 0.241 0.7 0.7 -0.3
N 2.213 -0.809 0.674 -0.2 -0.7 0.1
P 2.120 -0.459 2.456 0.0 0.5 0.1
O 1.017 -1.565 2.737 0.1 -0.2 0.3
Br 4.011 -1.417 3.193 -0.1 0.0 -0.2
C 2.944 -0.009 -0.101 0.4 0.2 -0.3
C 3.661 1.179 0.469 -0.3 -0.2 -0.6
C 2.752 2.362 0.796 -0.1 -1.0 -0.3
O 3.105 3.203 1.517 0.3 1.3 0.9
I 0.817 2.407 -0.126 -0.1 0.0 -0.1
C 3.023 -0.290 -1.454 -0.4 -0.6 0.0
F 3.762 0.452 -2.267 0.0 0.1 0.1
C 2.304 -1.363 -1.972 0.1 0.4 0.0
O 2.280 -1.704 -3.236 0.2 0.1 0.3
H -3.620 -0.967 1.647 0.2 -0.1 0.2
H -3.714 -2.574 1.409 0.0 0.0 0.2
H -4.010 -0.422 -0.432 0.1 0.1 0.0
H -4.798 -2.003 -0.396 -0.1 0.4 -0.2
H -3.103 -3.090 -1.561 -0.2 -0.1 -0.1
H -3.141 -1.485 -2.342 -0.3 -0.4 0.0
H -1.214 -2.170 -0.121 0.0 0.1 0.2
H -1.239 -0.767 -1.232 0.2 0.1 0.4
H -0.282 -1.853 -2.905 -0.1 -0.3 -0.5
H -1.184 -3.368 -2.666 0.0 -0.1 -0.1
H 1.194 -3.849 -2.243 0.1 0.0 -0.1
H 0.353 -3.815 -0.677 0.1 -0.1 0.1
H 1.061 -1.890 3.649 -0.2 -0.1 0.0
H 4.332 1.550 -0.305 0.1 0.1 0.0
H 4.282 0.946 1.329 -0.1 0.0 0.2
H 2.890 -1.160 -3.798 -0.1 0.0 -0.2
C -2.382 2.402 4.411 -0.2 0.0 -0.2
C -2.317 0.975 3.923 0.0 0.1 0.0
O -3.033 0.575 3.036 -0.1 0.1 0.1
C -1.315 0.077 4.599 -0.1 -0.3 -0.1
H -3.138 2.945 3.849 0.0 0.0 0.0
H -2.638 2.420 5.471 0.1 0.0 0.0
H -1.416 2.891 4.273 0.0 0.0 0.1
H -1.534 0.009 5.667 0.1 0.1 0.0
H -0.309 0.483 4.466 0.0 0.1 0.1
H -1.365 -0.917 4.158 0.0 0.0 -0.1
C -7.926 -5.044 -0.897 0.2 0.1 -0.1
C -7.592 -3.795 -0.117 -0.1 0.0 0.1
O -6.635 -3.110 -0.403 -0.1 -0.2 0.0
C -8.498 -3.435 1.031 0.3 0.1 0.0
H -7.197 -5.184 -1.692 0.0 0.0 0.0
H -7.907 -5.913 -0.237 -0.1 0.0 0.0
H -8.920 -4.955 -1.337 -0.1 -0.1 0.1
H -8.503 -4.241 1.767 -0.1 -0.1 -0.1
H -9.514 -3.272 0.668 0.0 -0.1 0.1
H -8.138 -2.522 1.498 -0.1 0.0 0.0
C -6.944 1.336 1.810 0.0 -0.2 0.0
C -8.342 0.786 1.960 0.1 0.1 0.0
O -8.561 -0.400 1.892 -0.1 0.1 0.1
C -9.450 1.784 2.197 -0.1 -0.2 0.0
H -6.247 0.518 1.644 0.0 0.0 0.0
H -6.901 2.020 0.961 0.0 0.1 0.1
H -6.654 1.875 2.714 0.0 0.1 -0.1
H -9.507 2.485 1.364 0.1 0.1 0.1
H -9.262 2.340 3.117 0.0 0.1 -0.1
H -10.398 1.259 2.287 0.0 0.0 0.0
C 5.438 0.805 -6.301 0.0 -0.1 0.4
C 4.193 -0.003 -6.076 0.0 0.0 -0.2
O 3.875 -0.367 -4.959 0.0 -0.1 0.2
C 3.358 -0.340 -7.279 -0.2 -0.1 0.2
H 5.939 0.975 -5.351 0.0 0.0 0.0
H 6.112 0.267 -6.969 0.0 0.1 -0.1
H 5.182 1.767 -6.745 0.0 0.0 -0.1
H 3.948 -0.919 -7.989 0.0 0.1 -0.1
H 3.020 0.577 -7.764 0.1 0.0 -0.1
H 2.492 -0.924 -6.975 0.0 0.0 0.0
C -3.032 2.107 9.357 0.2 -0.1 -0.1
C -3.287 0.936 8.440 -0.1 0.0 0.1
O -2.380 0.361 7.880 0.0 0.0 -0.1
C -4.723 0.515 8.253 0.1 -0.1 -0.1
H -1.965 2.306 9.405 0.0 0.0 0.0
H -3.546 2.994 8.983 -0.1 0.0 0.1
H -3.399 1.883 10.359 -0.1 0.1 0.0
H -5.304 1.339 7.835 -0.1 0.0 0.1
H -5.157 0.228 9.212 -0.1 0.1 0.0
H -4.769 -0.333 7.574 0.0 0.0 0.0
C 9.311 1.854 -3.214 0.1 0.2 -0.1
C 8.228 2.895 -3.074 0.0 0.0 0.0
O 8.219 3.898 -3.749 0.0 0.0 0.0
C 7.154 2.624 -2.050 -0.2 0.2 0.0
H 10.015 2.167 -3.982 0.0 0.0 0.0
H 9.839 1.739 -2.266 -0.1 -0.1 0.0
H 8.876 0.894 -3.499 0.0 -0.1 0.1
H 7.600 2.539 -1.059 0.0 -0.2 -0.1
H 6.630 1.699 -2.306 0.1 -0.1 0.1
H 6.440 3.447 -2.051 0.0 0.0 -0.1
C 9.871 3.886 1.885 -0.2 0.0 -0.2
C 9.913 2.478 1.350 0.0 0.0 0.0
O 9.191 2.122 0.445 0.0 0.0 0.0
C 10.896 1.532 1.992 -0.1 -0.1 -0.2
H 9.126 4.462 1.340 0.0 0.0 0.0
H 9.610 3.876 2.944 0.1 0.0 0.0
H 10.846 4.360 1.766 0.0 0.0 0.1
H 10.676 1.429 3.055 0.1 0.1 0.0
H 11.911 1.915 1.877 0.0 0.0 0.1
H 10.827 0.557 1.517 0.0 0.0 0.0
C -1.172 -0.096 -5.789 0.0 0.0 0.2
C -2.426 -0.900 -5.531 0.0 0.0 0.0
O -2.729 -1.251 -4.415 0.1 0.1 -0.3
C -3.275 -1.243 -6.728 -0.1 -0.1 0.2
H -0.654 0.082 -4.849 0.0 0.0 0.0
H -0.511 -0.642 -6.465 0.0 0.1 -0.1
H -1.429 0.863 -6.242 0.0 0.0 -0.1
H -2.698 -1.833 -7.441 0.0 0.1 -0.1
H -3.617 -0.330 -7.218 0.1 0.0 -0.1
H -4.139 -1.818 -6.406 0.0 0.0 0.0
```
Forces are in eV/Å.

***

# 2
Molecular formula: C4H10NO3S
Method: DFT, ωB97M-V with the def2-TZVPD basis set

As for the SMILES: CCCCNS(=O)(=O)[O-]. The charge is -1. The energy relative to the best compared isomer or geometry (same formula, charge and spin) is 100.0 kJ/mol. Its LUMO energy is 3.63 eV. As for the max |F|: 4.83 eV/A.

```
19
Properties=species:S:1:pos:R:3:forces:R:3
C -2.123 -1.365 -1.021 0.3 -0.3 -0.6
C -0.680 -0.765 -0.843 -0.2 0.4 0.7
C -0.663 0.665 -0.166 -0.8 -0.8 0.4
C -0.001 0.619 1.257 -0.9 1.0 0.1
N 1.349 1.237 1.330 -0.6 -1.1 -0.3
S 2.417 0.671 0.121 4.2 -1.8 -1.5
O 2.220 1.415 -1.134 -1.4 -0.6 1.1
O 3.755 1.010 0.652 -1.3 0.1 0.6
O 2.334 -0.838 -0.029 -1.2 2.7 0.5
H -2.329 -1.506 -2.109 -0.2 0.3 0.7
H -2.208 -2.388 -0.580 0.2 0.7 -0.2
H -2.923 -0.748 -0.556 0.5 -0.3 -0.4
H -0.140 -1.441 -0.149 0.0 0.4 -0.7
H -0.104 -0.687 -1.783 -0.4 -0.4 0.4
H -1.736 0.943 -0.006 0.7 -0.1 0.0
H -0.240 1.457 -0.814 0.1 -0.6 0.5
H -0.659 1.242 1.919 0.6 -0.4 -0.3
H -0.027 -0.401 1.713 0.1 0.5 -0.7
H 1.757 0.880 2.198 0.2 0.4 -0.4
```
Forces are in eV/Å.

***

# 3
Molecular formula: C18H41Cl2N2O7
Method: DFT, ωB97M-V with the def2-TZVPD basis set

The charge is +1. Its LUMO energy is -4.78 eV. As for the max |F|: 4.59 eV/A.

```
70
Properties=species:S:1:pos:R:3:forces:R:3
C -3.205 -2.999 2.514 0.1 0.5 -0.9
C -2.747 -1.426 2.538 0.2 -1.0 -0.5
C -1.468 -1.344 1.580 1.0 0.2 0.4
C -1.641 -0.806 0.148 2.6 -0.9 1.2
Cl -3.250 -0.239 -0.506 2.7 -0.9 1.0
N -0.530 -0.711 -0.691 -3.3 -0.4 2.6
N 0.636 -1.094 -0.219 3.1 -0.9 1.7
C 1.773 -0.893 -1.208 0.7 0.9 -1.6
C 2.106 -2.201 -2.074 -0.2 -0.3 -1.1
C 1.279 -3.513 -1.697 1.5 -0.1 1.2
Cl 1.521 -4.789 -3.026 -0.7 1.5 1.2
C 1.043 -1.651 1.023 -3.4 0.1 2.3
C 2.525 -2.106 1.416 -0.7 -0.1 0.0
C -0.094 -1.829 2.099 -0.4 1.7 -4.2
C 0.137 -2.428 3.549 -1.6 0.0 -0.1
C -0.108 -1.285 4.654 0.1 3.1 -1.4
O -0.177 -0.092 4.281 0.2 -3.8 1.2
H -2.921 -3.553 3.466 -0.6 0.7 -1.3
H -4.324 -3.034 2.277 1.6 -0.1 0.7
H -2.689 -3.486 1.609 -0.8 0.5 1.5
H -3.640 -0.832 2.159 1.6 -0.5 0.3
H -2.524 -1.070 3.597 -0.1 -0.5 -1.6
H 1.457 -0.080 -1.961 0.1 -1.2 1.6
H 2.698 -0.445 -0.691 -1.7 -1.0 -0.5
H 1.867 -1.968 -3.178 0.3 -0.3 1.8
H 3.232 -2.430 -2.063 -1.7 0.3 0.2
H 1.792 -3.973 -0.772 -1.0 0.5 -1.5
H 0.187 -3.348 -1.439 1.3 -0.3 -0.9
H 3.336 -1.395 1.063 -1.2 -1.1 0.2
H 2.668 -3.182 1.027 0.0 1.8 0.4
H 2.628 -2.162 2.562 -0.4 0.2 -1.9
H -0.709 -3.198 3.716 1.3 1.1 -0.3
H 1.107 -3.003 3.685 -1.2 1.0 -0.2
H -0.262 -1.490 5.771 0.3 -0.4 -1.5
C 0.147 3.298 -0.210 -0.2 0.2 0.0
O 0.145 2.207 -1.122 0.1 -0.4 -0.2
H 1.144 3.739 -0.190 0.0 -0.1 -0.1
H -0.574 4.050 -0.536 0.0 0.1 0.2
H -0.111 2.941 0.790 0.0 0.2 0.1
H -0.748 1.837 -1.120 0.1 0.1 -0.2
C -0.087 4.607 -3.969 0.0 -0.2 0.2
O 0.224 3.249 -4.245 0.2 -0.2 -0.1
H -0.321 5.112 -4.906 0.0 -0.1 0.1
H -0.953 4.658 -3.304 0.0 0.3 0.0
H 0.774 5.092 -3.500 -0.1 0.3 0.0
H 0.428 2.826 -3.401 -0.1 0.0 0.0
C -3.348 4.796 1.320 -0.3 0.0 0.0
O -3.249 4.112 0.077 0.1 -0.3 -0.3
H -2.344 5.003 1.690 -0.1 0.0 -0.1
H -3.883 5.738 1.180 0.1 0.0 0.2
H -3.877 4.170 2.043 0.1 0.2 0.2
H -4.149 3.941 -0.227 0.2 0.1 0.0
C 2.134 -8.458 -4.416 -0.1 0.2 0.1
O 3.019 -7.373 -4.178 0.1 0.1 0.0
H 2.714 -9.319 -4.747 0.0 0.1 0.0
H 1.604 -8.712 -3.494 -0.1 -0.2 -0.1
H 1.417 -8.185 -5.195 -0.1 -0.2 0.0
H 2.483 -6.625 -3.887 0.4 -0.4 -0.1
C -2.985 2.115 5.606 0.2 0.0 -0.2
O -2.981 2.965 4.468 0.0 0.0 -0.2
H -3.659 2.532 6.353 0.0 0.0 -0.2
H -3.333 1.118 5.322 0.0 -0.1 0.2
H -1.977 2.053 6.024 -0.1 -0.1 0.2
H -2.379 2.576 3.823 -0.1 0.2 0.1
C 3.985 5.612 -3.373 -0.2 -0.2 -0.1
O 3.984 4.517 -4.278 -0.1 -0.2 0.0
H 4.982 6.051 -3.353 -0.1 -0.1 -0.1
H 3.264 6.364 -3.705 0.1 0.2 0.2
H 3.724 5.260 -2.371 0.0 0.2 0.1
H 3.092 4.146 -4.279 0.2 0.0 -0.2
```
Forces are in eV/Å.

***

# 4
Molecular formula: C21H36N4O2
Method: DFT, ωB97M-V with the def2-TZVPD basis set

As for the SMILES: CCN(CC)CCCNC(=O)c1[nH]c(C)c(C(=O)NC2CCCCC2)c1C. The energy relative to the best compared isomer or geometry (same formula, charge and spin) is 12.3 kJ/mol. Its LUMO energy is 0.65 eV. As for the max |F|: 0.51 eV/A.

```
63
Properties=species:S:1:pos:R:3:forces:R:3
C 4.654 1.345 2.710 0.0 0.1 -0.3
C 4.543 1.965 1.311 -0.1 0.0 0.2
N 5.144 1.204 0.236 0.0 -0.1 0.0
C 6.596 1.259 0.194 0.0 0.3 -0.3
C 7.066 2.239 -0.881 0.1 -0.2 0.3
C 4.575 -0.111 0.033 0.1 0.1 -0.3
C 4.649 -0.514 -1.443 -0.3 -0.3 0.3
C 3.874 -1.803 -1.714 0.4 0.0 -0.1
N 2.468 -1.648 -1.431 -0.1 0.2 -0.1
C 1.854 -2.295 -0.414 0.0 0.0 -0.2
O 2.393 -3.181 0.238 0.0 -0.1 0.2
C 0.467 -1.909 -0.138 -0.4 0.3 0.0
N -0.206 -2.674 0.777 0.1 -0.1 0.0
C -1.459 -2.216 0.955 -0.1 0.2 0.0
C -2.381 -2.851 1.937 0.0 -0.1 0.0
C -1.615 -1.106 0.133 0.3 -0.2 0.2
C -2.815 -0.252 0.002 0.0 -0.5 0.1
O -2.760 0.957 -0.141 0.0 0.3 -0.1
N -3.982 -0.943 0.056 -0.2 -0.3 0.0
C -5.303 -0.340 -0.052 0.2 0.5 0.0
C -5.545 0.651 1.090 -0.3 -0.2 0.0
C -6.946 1.245 0.989 0.2 0.2 0.0
C -7.134 1.939 -0.356 -0.3 -0.2 0.0
C -6.892 0.957 -1.498 0.2 0.2 0.0
C -5.491 0.363 -1.400 -0.2 -0.2 0.0
C -0.387 -0.898 -0.549 0.2 -0.3 0.1
C -0.127 0.211 -1.511 0.0 0.0 -0.1
H 4.134 0.391 2.748 -0.1 -0.1 0.1
H 4.208 2.012 3.444 0.0 0.0 0.1
H 5.695 1.182 2.981 0.1 0.0 0.1
H 5.014 2.952 1.313 -0.1 0.0 0.0
H 3.485 2.104 1.067 0.0 0.1 0.0
H 6.998 0.265 -0.024 0.0 0.0 0.1
H 7.008 1.570 1.162 0.0 -0.1 0.0
H 6.701 1.928 -1.856 0.0 0.0 -0.1
H 6.682 3.234 -0.675 0.0 0.1 0.0
H 8.153 2.281 -0.907 0.2 0.1 -0.1
H 3.524 -0.071 0.329 0.0 0.0 0.1
H 5.063 -0.889 0.644 -0.1 0.0 0.0
H 4.238 0.299 -2.045 0.0 0.1 0.0
H 5.687 -0.660 -1.741 0.1 0.0 -0.1
H 4.002 -2.102 -2.760 0.0 -0.1 0.1
H 4.232 -2.609 -1.068 0.0 0.0 -0.2
H 1.983 -0.898 -1.894 -0.1 -0.1 0.0
H 0.242 -3.450 1.243 0.0 0.1 0.0
H -1.815 -3.227 2.787 0.0 0.0 0.1
H -2.913 -3.695 1.492 -0.1 0.0 0.0
H -3.111 -2.129 2.295 0.0 0.0 0.0
H -3.929 -1.946 0.057 0.1 0.1 -0.1
H -6.028 -1.159 0.028 0.1 0.0 0.0
H -5.417 0.142 2.048 0.1 0.0 0.0
H -4.799 1.443 1.022 0.0 0.0 0.0
H -7.688 0.449 1.095 -0.1 0.0 0.0
H -7.101 1.957 1.802 -0.1 -0.1 0.0
H -6.426 2.765 -0.436 0.0 0.1 0.0
H -8.143 2.350 -0.426 0.0 0.1 0.0
H -7.633 0.155 -1.452 -0.1 0.0 0.0
H -7.008 1.464 -2.458 -0.1 -0.1 0.0
H -5.323 -0.351 -2.210 0.1 0.0 0.0
H -4.745 1.154 -1.481 0.0 0.0 0.0
H -0.038 -0.163 -2.533 0.1 0.0 -0.1
H -0.955 0.913 -1.471 0.1 0.1 -0.1
H 0.783 0.750 -1.249 0.1 0.1 0.0
```
Forces are in eV/Å.

***

no.,orbital gap (eV)
1,6.292
2,8.228
3,7.004
4,8.737